{"formula": "C3H8O3", "method": "ωB97M-V with the def2-TZVPD basis set", "elements": ["C", "C", "C", "O", "O", "O", "H", "H", "H", "H", "H", "H", "H", "H"], "coordinates": [[0.669696, -0.312381, 1.004213], [1.176975, 0.097615, -1.367286], [0.384799, 0.561205, -0.126827], [-0.393980, 1.527436, 0.021096], [-2.445020, 0.179187, 0.228029], [-1.748300, -0.984991, -0.249191], [1.422441, -1.102358, 0.740044], [1.013090, 0.177013, 1.912048], [-0.155369, -0.880703, 1.286063], [1.357312, 0.947864, -2.068973], [0.642595, -0.796698, -1.755045], [2.067187, -0.382619, -0.990949], [-1.356424, 0.884080, 0.184571], [-2.635003, 0.085346, 1.182208]], "forces_ev_per_angstrom": [[2.5, -1.3, 1.0], [-1.0, 1.3, 0.2], [1.0, -1.9, -0.8], [0.2, -0.1, -1.0], [1.1, 1.6, 0.3], [0.4, -0.5, -0.1], [-0.6, 0.9, 0.3], [0.2, 0.5, -0.1], [-1.9, -0.7, 0.3], [-0.2, -1.1, 0.2], [-0.2, 1.0, -0.2], [0.7, 0.5, -0.1], [-2.2, 0.3, 0.4], [0.1, -0.4, -0.4]], "lumo_ev": 0.10, "energy_ha": -344.62376, "e_homo_ev": -8.3, "relative_energy_kcal_mol": 140.9, "gap_ev": 8.35, "max_force_ha_per_bohr": 0.0580}



{"formula": "C6H13O3P", "method": "ωB97M-V with the def2-TZVPD basis set", "elements": ["C", "C", "C", "O", "C", "P", "C", "O", "C", "O", "H", "H", "H", "H", "H", "H", "H", "H", "H", "H", "H", "H", "H"], "coordinates": [[2.571860, 1.499535, 0.411279], [1.893839, 0.103218, -0.136603], [0.385080, -0.012423, 0.209001], [-0.249364, 1.015273, -0.524686], [-1.549339, 0.607065, -0.603857], [-2.511028, 1.785259, 0.538658], [-1.691952, -0.941744, -0.248741], [-2.526375, -1.705938, -1.050183], [-0.205348, -1.404064, -0.207075], [0.273349, -2.218152, 0.848734], [1.717494, 2.150334, 0.222935], [3.498983, 1.749396, -0.270738], [2.793669, 1.181443, 1.413770], [2.552994, -0.725746, 0.319467], [2.111188, 0.030297, -1.223048], [0.266707, 0.121270, 1.263177], [-1.957167, 0.722932, -1.610593], [-1.296043, 2.656075, 0.586346], [-2.136558, 1.122803, 1.714610], [-2.096542, -0.952539, 0.793449], [-2.092104, -1.840695, -1.928749], [0.063674, -1.759209, -1.242073], [0.182990, -3.184390, 0.724925]], "forces_ev_per_angstrom": [[-0.4, -2.4, -3.0], [2.4, 0.0, 0.6], [3.5, -0.6, -2.2], [1.5, -1.2, -0.3], [-2.9, -0.4, -0.2], [0.9, 0.6, -0.4], [0.7, 0.5, 1.6], [0.0, -0.2, -1.4], [-0.2, 1.8, 0.5], [-0.5, -1.0, -0.2], [0.7, 0.8, 0.7], [-1.8, -0.4, 1.7], [0.3, 1.1, 0.6], [-1.5, 0.9, -0.5], [-0.7, 0.0, 0.5], [-0.4, 0.0, 0.9], [0.1, 0.2, -0.2], [-1.5, -0.6, 0.1], [0.1, -0.1, 0.4], [0.2, -0.5, -0.8], [-0.6, 0.2, 1.0], [0.2, 0.4, 0.9], [-0.2, 0.9, -0.3]], "lumo_ev": 0.59, "energy_ha": -803.39367, "e_homo_ev": -8.9, "relative_energy_kcal_mol": 83.6, "smiles": "CC[C@H]1O[C@H](P)[C@@H](O)[C@@H]1O", "gap_ev": 9.48, "max_force_ha_per_bohr": 0.0813}